ORCA calculation (the ωB97M-V functional and the def2-TZVPD basis) on 6 unconnected molecules or ions with the total composition C14H41Cl2O16P3 in a non-equilibrium geometry.

DFT total energy: -100857.148 eV
SMILES: COP(=O)(OC)OC.COP(=O)(OC)OC.COP(=O)(OC)OC.ClCCl.OCCO.OCCO
Lowest unoccupied orbital energy: 0.16 eV

Each line ends with the Mulliken charge.
Atoms and positions in Å:
C1 -13.02 13.08 3.68  -0.715
O1 -12.66 12.41 2.44  -0.202
P1 -11.29 12.88 1.61  0.986
O2 -10.14 12.74 2.49  -0.667
O3 -11.32 11.91 0.25  -0.386
C2 -12.44 11.99 -0.67  -0.566
O4 -11.63 14.38 1.01  -0.262
C3 -11.11 15.57 1.71  -0.719
H1 -13.88 13.74 3.58  0.277
H2 -12.21 13.62 4.19  0.310
H3 -13.27 12.31 4.40  0.288
H4 -12.37 12.67 -1.52  0.253
H5 -13.28 12.37 -0.08  0.263
H6 -12.71 11.02 -1.08  0.256
H7 -10.70 15.42 2.70  0.337
H8 -11.77 16.43 1.76  0.246
H9 -10.27 15.88 1.09  0.300
C4 -27.76 3.62 2.45  -0.682
O5 -26.45 4.05 2.37  -0.329
P2 -25.91 4.53 0.88  0.993
O6 -25.48 3.39 0.06  -0.655
O7 -24.73 5.54 1.19  -0.280
C5 -23.72 5.26 2.11  -0.608
O8 -27.21 5.40 0.32  -0.289
C6 -27.44 5.73 -1.04  -0.628
H10 -28.28 4.34 3.08  0.287
H11 -27.99 2.62 2.83  0.292
H12 -28.36 3.72 1.55  0.271
H13 -23.65 6.09 2.81  0.248
H14 -22.74 5.19 1.65  0.262
H15 -23.87 4.32 2.65  0.305
H16 -27.74 6.78 -1.02  0.266
H17 -28.23 5.07 -1.39  0.238
H18 -26.49 5.76 -1.57  0.310
C7 -6.55 7.71 8.97  -0.695
O9 -7.00 7.43 7.67  -0.270
P3 -8.38 6.56 7.35  0.981
O10 -8.72 5.40 8.20  -0.669
O11 -8.06 6.15 5.76  -0.345
C8 -8.01 7.24 4.82  -0.611
O12 -9.52 7.70 7.24  -0.230
C9 -10.79 7.34 6.78  -0.710
H19 -6.44 8.79 9.08  0.266
H20 -5.56 7.29 9.14  0.260
H21 -7.18 7.34 9.79  0.319
H22 -7.35 6.99 3.99  0.272
H23 -7.81 8.22 5.25  0.318
H24 -8.99 7.34 4.38  0.251
H25 -11.27 6.84 7.62  0.289
H26 -10.85 6.72 5.89  0.325
H27 -11.33 8.26 6.58  0.247
Cl1 -16.29 9.15 3.58  -0.113
C10 -17.71 9.66 2.74  -0.184
Cl2 -17.99 11.50 2.94  -0.177
H28 -17.50 9.55 1.67  0.187
H29 -18.61 9.09 3.01  0.289
O13 -16.14 18.31 2.15  -0.537
C11 -15.86 17.57 0.99  -0.049
C12 -17.14 16.98 0.40  -0.575
O14 -18.11 17.88 -0.11  -0.526
H30 -15.33 18.46 2.63  0.304
H31 -15.46 18.27 0.25  0.240
H32 -15.18 16.79 1.35  0.187
H33 -17.60 16.34 1.16  0.316
H34 -16.95 16.33 -0.46  0.322
H35 -18.42 18.37 0.66  0.315
O15 -18.46 7.46 -5.01  -0.511
C13 -19.30 7.77 -3.92  -0.438
C14 -18.97 6.86 -2.72  -0.242
O16 -17.56 7.16 -2.35  -0.523
H36 -17.72 8.07 -4.99  0.322
H37 -19.35 8.79 -3.53  0.259
H38 -20.32 7.62 -4.25  0.312
H39 -19.02 5.80 -2.99  0.255
H40 -19.67 7.13 -1.94  0.280
H41 -16.97 6.96 -3.08  0.285